Record 1
Entry from the OMol25 dataset: one molecule with the formula C4H7IN2O in a non-equilibrium geometry (ωB97M-V/def2-TZVPD).

As for the relative energy (zero: lowest compared OMol25 entry of this formula, charge and spin): 9.9 kcal/mol. The largest force on an atom comes out at 0.0938 Eh/bohr. For the gap between HOMO and LUMO, the calculation gives 9.5837 eV. As for the highest occupied orbital energy: -9.257 eV. As for the SMILES: NN1C(=O)CC[C@@H]1I.

```
15
C4H7IN2O | the OMol25 dataset | ωB97M-V/def2-TZVPD
N 0.04395 -2.10046 0.91673
N -0.06157 -0.89520 0.25501
C -0.88454 -0.50153 -0.73587
O -1.70012 -1.21482 -1.27524
C -0.60092 0.96381 -1.03719
C 0.09781 1.52663 0.20099
C 0.88062 0.37510 0.78017
I 2.84847 0.11588 -0.05100
H -0.87305 -2.53850 0.96976
H 0.67745 -2.72949 0.42140
H 0.05179 0.99835 -1.91316
H -1.52542 1.48295 -1.28054
H 0.73421 2.37345 -0.04969
H -0.63978 1.85023 0.94148
H 0.95112 0.29359 1.85716
```



Record 2
Entry from the OMol25 dataset: a 2-piece molecular cluster, C2H4NO overall in a non-equilibrium geometry (ωB97M-V/def2-TZVPD).

The charge is +1. As for the relative energy (zero: lowest compared OMol25 entry of this formula, charge and spin): 105.2 kcal/mol. The largest force on an atom comes out at 0.0631 Eh/bohr. For the gap between HOMO and LUMO (alpha / beta), the calculation gives 8.7180 / 8.7190 eV. As for the highest occupied orbital energy (alpha / beta): -16.592 / -16.592 eV.

```
8
C2H4NO | the OMol25 dataset | ωB97M-V/def2-TZVPD
C 0.84473 -0.48672 -0.42476
C -1.23565 0.06179 0.18660
N 1.47094 0.36003 0.07900
O 2.04431 1.18898 0.62850
H 0.64742 -1.35251 -1.00954
H -1.65258 0.04233 -0.87571
H -0.91399 -0.80877 0.72373
H -1.20518 0.99487 0.69219
```



Record 3
Entry from the OMol25 dataset: C12H16N4O4Pt as an isolated structure in a non-equilibrium geometry (ωB97M-V/def2-TZVPD).

The charge is +2. The largest force on an atom comes out at 0.1611 Eh/bohr. For the gap between HOMO and LUMO (alpha / beta), the calculation gives 8.0907 / 4.8274 eV. Its expectation value of S² is 2.024. As for the highest occupied orbital energy (alpha / beta): -15.782 / -15.621 eV. The multiplicity is 3.

```
37
C12H16N4O4Pt | the OMol25 dataset | ωB97M-V/def2-TZVPD
Pt 0.26782 -0.52720 -0.03282
C 1.91539 -1.43996 0.33574
O 2.92301 -1.99884 0.51247
C -1.07030 -1.96946 -0.11352
O -1.68337 -2.96642 -0.06996
C 0.14431 -0.24221 -1.99659
O -0.04266 -0.18082 -3.15177
C -0.24203 0.00284 1.83180
O -0.57369 0.32563 2.91287
C -1.94754 1.75213 -0.40780
H -1.79761 2.33515 0.49207
H -1.71009 2.23425 -1.33997
C -2.51350 0.51388 -0.35844
H -2.83787 -0.05433 -1.26682
H -2.97536 0.07848 0.55281
C 2.86899 1.24024 -1.26431
N 1.76270 1.66844 -0.37873
C 1.15559 2.90606 -0.95521
N 2.17436 3.99677 -1.08077
C 3.27257 3.52195 -1.92735
N 3.92568 2.29233 -1.37920
C 4.40771 2.59139 -0.00951
N 3.32582 3.04550 0.89739
C 2.28840 1.98439 0.95871
C 2.70582 4.26431 0.28635
H 2.48593 1.01489 -2.27589
H 3.33476 0.33546 -0.84879
H 0.34140 3.24897 -0.29777
H 0.74572 2.68656 -1.95076
H 4.04312 4.29530 -1.93174
H 2.91006 3.32562 -2.95192
H 4.89222 1.69651 0.41641
H 5.12924 3.40851 -0.09478
H 1.46782 2.33768 1.60006
H 2.73415 1.08207 1.39105
H 3.50592 5.00254 0.17551
H 1.89943 4.64832 0.94370
```



> Among the records above, which one has the highest largest force on an atom?

C12H16N4O4Pt



What did the third record say?
Entry from the OMol25 dataset: C12H16N4O4Pt as an isolated structure in a non-equilibrium geometry (ωB97M-V/def2-TZVPD).

The charge is +2. The largest force on an atom comes out at 0.1611 Eh/bohr. For the gap between HOMO and LUMO (alpha / beta), the calculation gives 8.0907 / 4.8274 eV. Its expectation value of S² is 2.024. As for the highest occupied orbital energy (alpha / beta): -15.782 / -15.621 eV. The multiplicity is 3.

```
37
C12H16N4O4Pt | the OMol25 dataset | ωB97M-V/def2-TZVPD
Pt 0.26782 -0.52720 -0.03282
C 1.91539 -1.43996 0.33574
O 2.92301 -1.99884 0.51247
C -1.07030 -1.96946 -0.11352
O -1.68337 -2.96642 -0.06996
C 0.14431 -0.24221 -1.99659
O -0.04266 -0.18082 -3.15177
C -0.24203 0.00284 1.83180
O -0.57369 0.32563 2.91287
C -1.94754 1.75213 -0.40780
H -1.79761 2.33515 0.49207
H -1.71009 2.23425 -1.33997
C -2.51350 0.51388 -0.35844
H -2.83787 -0.05433 -1.26682
H -2.97536 0.07848 0.55281
C 2.86899 1.24024 -1.26431
N 1.76270 1.66844 -0.37873
C 1.15559 2.90606 -0.95521
N 2.17436 3.99677 -1.08077
C 3.27257 3.52195 -1.92735
N 3.92568 2.29233 -1.37920
C 4.40771 2.59139 -0.00951
N 3.32582 3.04550 0.89739
C 2.28840 1.98439 0.95871
C 2.70582 4.26431 0.28635
H 2.48593 1.01489 -2.27589
H 3.33476 0.33546 -0.84879
H 0.34140 3.24897 -0.29777
H 0.74572 2.68656 -1.95076
H 4.04312 4.29530 -1.93174
H 2.91006 3.32562 -2.95192
H 4.89222 1.69651 0.41641
H 5.12924 3.40851 -0.09478
H 1.46782 2.33768 1.60006
H 2.73415 1.08207 1.39105
H 3.50592 5.00254 0.17551
H 1.89943 4.64832 0.94370
```



> What is the largest force on an atom in the second record?

0.0631 Eh/bohr